{
  "formula": "C7H6N4OS4Te4W",
  "method": "the ωB97M-V functional and the def2-TZVPD basis",
  "species": ["W", "N", "C", "O", "C", "C", "H", "H", "H", "H", "H", "H", "Te", "Te", "Te", "Te", "S", "S", "S", "S", "N", "C", "C", "C", "N", "C", "N"],
  "coordinates": [[0.2344, -0.5064, 0.2625], [2.8863, 2.6855, 0.6731], [1.8463, 1.8752, 0.3349], [1.4010, 1.1251, 1.2278], [0.8816, 2.2810, -0.7671], [0.1766, 1.0648, -1.3660], [3.4606, 2.2922, 1.4071], [3.4169, 3.0575, -0.0998], [1.4349, 2.9919, -1.3912], [0.1477, 2.8515, -0.1846], [0.6534, 0.8158, -2.3142], [-0.8681, 1.3051, -1.5628], [2.0664, -2.4936, 1.3573], [4.5426, -3.2635, 0.3341], [5.0528, -0.7903, -0.6715], [2.5262, -0.5468, -1.6209], [-0.3988, -1.6746, 2.4763], [-0.9970, -0.1856, 3.7601], [-2.8192, -0.5223, 4.3523], [-2.0670, 0.3190, 0.5929], [-0.9436, -1.6368, -0.6777], [-2.1672, -1.1350, -0.3968], [-3.3713, -1.6708, -0.8489], [-4.6160, -1.0518, -0.5588], [-5.6401, -0.5683, -0.3308], [-3.4024, -2.8334, -1.6678], [-3.4370, -3.7856, -2.3195]],
  "forces_ev_per_angstrom": [[0.665, -1.618, -0.557], [0.490, -0.387, -0.598], [-1.467, 1.205, 1.361], [0.485, -0.431, -0.387], [0.855, 0.002, 0.400], [-0.120, 0.445, 0.356], [0.000, 0.001, 0.005], [-0.031, 0.046, -0.012], [-0.384, -0.176, -0.535], [0.024, 0.109, -0.069], [-0.233, -0.060, -0.110], [0.005, -0.030, -0.035], [0.163, 0.249, 0.641], [-0.037, -0.092, -0.294], [-0.148, -0.093, 0.191], [0.117, 0.189, -0.087], [-0.441, 0.292, 0.124], [0.218, 0.041, 0.003], [-0.003, -0.036, 0.056], [-0.188, 0.119, -0.046], [-0.063, 0.155, -0.211], [0.111, 0.098, -0.203], [-0.106, 0.016, -0.085], [0.005, -0.044, 0.106], [-0.003, 0.023, -0.052], [0.188, -0.056, 0.089], [-0.101, 0.034, -0.051]],
  "homo_lumo_gap_ev": [5.3, 5.3],
  "charge": -2,
  "lumo_energy_ha": [0.1349, 0.1325],
  "spin_multiplicity": 3,
  "largest_force_ha_per_bohr": 0.045,
  "e_above_lowest_kcal_mol": 0.0,
  "mol_weight_g_mol": 984.66
}

{
  "formula": "C3H8N2O",
  "method": "the ωB97M-V functional and the def2-TZVPD basis",
  "species": ["C", "N", "C", "C", "N", "O", "H", "H", "H", "H", "H", "H", "H", "H"],
  "coordinates": [[0.9304, -1.6982, -0.6509], [-0.3182, -0.9639, -0.3833], [-0.5468, -0.1351, 0.8131], [-0.3475, 1.3790, 0.8946], [-0.0866, 2.0340, -0.2694], [-0.0823, 1.8989, 1.9644], [1.5666, -1.1692, -1.3430], [0.6503, -2.7144, -1.0180], [1.2518, -2.1631, 0.2859], [-0.5597, -0.5044, -1.2461], [-0.3230, -0.6733, 1.7244], [-1.6600, -0.1205, 0.6779], [-0.5034, 1.7926, -1.1589], [0.0284, 3.0376, -0.2907]],
  "forces_ev_per_angstrom": [[-1.895, -1.627, 0.963], [1.152, -0.179, -0.300], [-3.136, -0.066, -1.977], [3.596, -0.612, 0.857], [-0.774, 0.774, -1.762], [-1.051, 0.071, -0.060], [0.920, -0.165, 0.376], [-0.092, 0.865, -1.035], [1.143, 1.302, 0.275], [-0.470, 0.239, 0.142], [0.274, 0.287, 0.124], [0.221, -0.119, 1.191], [-0.001, -0.741, 0.310], [0.115, -0.029, 0.895]],
  "homo_lumo_gap_ev": 9.3,
  "charge": 0,
  "lumo_energy_ha": 0.0280,
  "smiles": "CNCC(N)=O",
  "spin_multiplicity": 1,
  "largest_force_ha_per_bohr": 0.073,
  "e_above_lowest_kcal_mol": 46.6,
  "mol_weight_g_mol": 88.11
}

{
  "formula": "C3H5NO2",
  "method": "the ωB97M-V functional and the def2-TZVPD basis",
  "species": ["N", "C", "O", "C", "C", "O", "H", "H", "H", "H", "H"],
  "coordinates": [[-1.0176, 0.2461, -0.7791], [-0.8095, -0.0779, 0.9390], [0.2350, 0.8716, 1.0745], [1.1387, 0.4010, 0.1110], [0.1879, -0.2166, -0.8744], [-0.4977, -1.2925, 0.8081], [-1.6977, -0.2150, -1.3701], [-1.5796, 0.2031, 1.6542], [1.8540, -0.3383, 0.4886], [1.6303, 1.2500, -0.3702], [0.5560, -0.8316, -1.6816]],
  "forces_ev_per_angstrom": [[0.400, -0.232, -0.645], [0.165, -0.575, 1.893], [-0.024, -0.366, 0.140], [0.058, 0.013, -0.389], [0.459, 1.015, -1.481], [-0.450, -0.342, 0.995], [-0.164, 0.020, 0.126], [-0.537, 0.356, -0.432], [-0.078, 0.257, -0.102], [0.186, -0.018, 0.142], [-0.016, -0.130, -0.247]],
  "homo_lumo_gap_ev": 9.7,
  "charge": 0,
  "lumo_energy_ha": 0.0169,
  "spin_multiplicity": 1,
  "largest_force_ha_per_bohr": 0.039,
  "e_above_lowest_kcal_mol": 85.8,
  "mol_weight_g_mol": 87.08
}

| no. | total energy (eV) |
| --- | --- |
| 1 | -89706.3924 |
| 2 | -8267.3048 |
| 3 | -8773.9728 |